Entry 1:
This record from OMol25 describes a structure of composition C4H9O2 in a non-equilibrium geometry. The level of theory is ωB97M-V with the def2-TZVPD basis set.

XYZ file:
```
15
Properties=species:S:1:pos:R:3:forces:R:3:mulliken_charge:R:1
O -0.948 1.156 -1.310 -0.252 -0.465 0.821 -0.77
O 0.574 1.156 0.576 -1.031 1.520 0.282 -0.82
C 0.866 -0.155 0.525 1.200 -1.788 -0.530 0.45
C 0.476 -0.902 1.889 0.645 0.907 -2.804 -1.58
C -1.183 -0.234 -1.034 1.901 1.253 1.539 -0.35
C 0.214 -0.882 -0.786 1.709 2.360 -0.187 -0.94
H 0.068 -1.848 1.759 -1.571 -1.717 -0.858 0.36
H -1.688 -0.375 0.008 -0.087 0.081 -1.799 0.15
H 1.186 -1.173 2.589 2.423 0.362 1.392 0.41
H 0.977 -0.511 -1.557 -1.402 -0.375 0.363 0.29
H -0.182 -0.225 2.302 -1.736 1.187 1.230 0.39
H -1.674 -0.671 -1.898 -0.600 -0.327 0.186 0.33
H 0.307 -1.959 -0.848 -0.323 -0.491 0.566 0.44
H -0.230 1.472 -0.381 -0.348 -1.520 -0.626 0.40
H 1.984 -0.163 0.334 -0.526 -0.985 0.424 0.24
```
Forces are in eV/Å.

Calculated values
LUMO energy, eV: 4.38
Gap between HOMO and LUMO, eV: 7.6
E, eV: -8387.76989
Charge: -1
Energy above the lowest of the compared OMol25 structures with the same formula, charge and spin, eV: 2.722
HOMO level, eV: -3.2

Entry 2:
This record from OMol25 describes a cluster of 2 separate species, C4H9O2 in total in a non-equilibrium geometry. The level of theory is ωB97M-V with the def2-TZVPD basis set.

XYZ file:
```
15
Properties=species:S:1:pos:R:3:forces:R:3:mulliken_charge:R:1
O -0.293 1.145 -2.853 -0.375 -0.015 -0.765 -0.73
O 1.431 0.909 -1.527 0.758 -1.453 0.735 -0.75
C -0.163 -1.028 -2.006 -0.313 0.369 -1.767 -0.71
C 0.450 0.441 -2.133 -1.270 0.873 -0.262 0.55
C -0.606 -0.132 1.844 1.195 0.297 1.659 -1.20
C 0.613 0.917 1.824 -3.337 -1.360 -1.528 -0.53
H -1.362 -0.098 1.146 -2.059 1.746 -1.671 0.45
H 1.184 0.481 2.568 1.930 -0.255 1.402 0.24
H 0.235 -1.744 -2.794 -0.007 0.809 1.008 0.26
H -0.345 -1.105 1.493 1.396 -1.139 0.475 0.34
H 1.073 0.918 0.821 -0.074 0.220 0.490 0.20
H -1.230 -0.853 -2.348 1.128 -0.414 0.835 0.22
H -1.104 -0.256 2.847 0.658 0.257 -0.774 0.30
H 0.208 1.874 2.138 0.304 0.245 -0.125 0.21
H -0.091 -1.469 -1.023 0.067 -0.181 0.288 0.14
```
Forces are in eV/Å.

Calculated values
LUMO energy, eV: 3.97
Gap between HOMO and LUMO, eV: 7.6
E, eV: -8389.40064
Charge: -1
Energy above the lowest of the compared OMol25 structures with the same formula, charge and spin, eV: 1.091
HOMO level, eV: -3.6

Entry 3:
This record from OMol25 describes a cluster of 2 separate species, C4H9O2 in total in a non-equilibrium geometry. The level of theory is ωB97M-V with the def2-TZVPD basis set.

XYZ file:
```
15
Properties=species:S:1:pos:R:3:forces:R:3:mulliken_charge:R:1
O -0.370 -1.187 1.804 0.142 -0.083 -0.066 -0.72
O 1.729 -0.388 1.764 0.200 -0.151 -0.173 -0.74
C -0.938 1.277 -1.348 1.379 -0.018 -0.510 -0.71
C 0.818 -1.159 1.388 -0.509 0.362 0.421 0.59
C 1.109 -2.152 0.263 0.210 -0.697 -0.460 -0.78
C -0.753 1.780 0.088 -0.540 -0.509 0.132 -0.57
H -0.736 0.208 -1.476 -0.523 0.034 0.356 0.16
H -1.903 1.549 -1.751 -0.346 -0.138 -0.126 0.28
H -1.753 1.862 0.531 0.222 0.516 0.063 0.23
H -0.186 2.709 0.128 -0.303 0.180 0.048 0.25
H -0.267 1.074 0.754 0.320 -0.203 -0.210 0.10
H -0.189 1.709 -2.037 -0.216 0.164 0.280 0.26
H 0.858 -3.179 0.559 0.007 0.179 0.189 0.26
H 0.438 -1.946 -0.575 0.060 0.144 -0.051 0.13
H 2.145 -2.158 -0.093 -0.104 0.219 0.107 0.28
```
Forces are in eV/Å.

Calculated values
LUMO energy, eV: 4.14
Gap between HOMO and LUMO, eV: 8.0
E, eV: -8390.25650
Charge: -1
Energy above the lowest of the compared OMol25 structures with the same formula, charge and spin, eV: 0.235
HOMO level, eV: -3.8

Entry 4:
This record from OMol25 describes a structure of composition C4H9O2 in a non-equilibrium geometry. The level of theory is ωB97M-V with the def2-TZVPD basis set.

XYZ file:
```
15
Properties=species:S:1:pos:R:3:forces:R:3:mulliken_charge:R:1
O -2.538 1.093 -0.260 -0.474 -0.160 -0.013 -0.87
O 2.274 -0.210 0.771 0.091 0.187 -0.655 -0.59
C 1.676 0.337 -0.157 -0.699 -2.207 -0.467 -0.21
C -1.952 -0.010 0.220 -0.033 0.663 -0.705 -0.57
C -0.615 0.357 0.920 -0.234 -1.643 0.491 -0.45
C 0.290 0.878 -0.139 2.325 -1.251 1.010 -0.33
H -0.705 0.994 1.798 -0.375 0.237 -0.112 0.36
H 2.110 0.572 -1.142 0.773 -0.002 -0.038 0.43
H -0.138 1.086 -1.109 0.194 0.792 0.059 0.41
H 1.459 -2.648 -1.277 0.059 -0.277 0.016 0.20
H 1.323 -1.938 -1.406 -0.090 0.202 -0.060 -0.21
H -1.597 -0.721 -0.611 -0.110 0.012 0.281 0.14
H -2.599 -0.697 0.856 0.452 0.466 0.102 0.27
H 1.200 1.514 0.273 -2.068 2.683 -0.118 0.16
H -0.189 -0.605 1.264 0.190 0.300 0.209 0.25
```
Forces are in eV/Å.

Calculated values
LUMO energy, eV: 3.93
Gap between HOMO and LUMO, eV: 6.4
E, eV: -8385.60351
Charge: -1
Energy above the lowest of the compared OMol25 structures with the same formula, charge and spin, eV: 4.888
HOMO level, eV: -2.5

Entry 5:
This record from OMol25 describes a cluster of 2 separate species, C4H9O2 in total in a non-equilibrium geometry. The level of theory is ωB97M-V with the def2-TZVPD basis set.

XYZ file:
```
15
Properties=species:S:1:pos:R:3:forces:R:3:mulliken_charge:R:1
O -1.708 2.301 1.761 0.383 -1.118 -2.137 -0.73
O -1.664 1.288 -0.331 0.388 0.289 0.041 -0.69
C 2.584 -0.658 -0.803 -0.150 1.820 -0.553 -0.95
C -1.835 1.349 0.894 -1.430 0.754 2.939 0.54
C -2.448 0.036 1.611 1.217 1.307 -2.697 -0.81
C 1.188 -0.386 -1.354 -0.684 -1.171 -0.680 -0.68
H -1.738 -0.677 1.257 0.763 -1.102 0.380 0.15
H -2.426 0.215 2.660 -0.640 -0.295 0.647 0.31
H 2.970 -1.552 -1.149 0.635 -2.147 -1.087 0.33
H -3.319 -0.233 1.015 -0.637 0.163 0.810 0.23
H 0.681 0.491 -0.994 -0.131 0.304 0.569 0.24
H 1.159 -0.263 -2.465 0.509 -0.156 0.663 0.24
H 0.517 -1.262 -1.181 0.373 0.711 0.123 0.22
H 2.749 -0.737 0.252 -0.629 0.376 0.863 0.32
H 3.289 0.087 -1.174 0.033 0.264 0.119 0.26
```
Forces are in eV/Å.

Calculated values
LUMO energy, eV: 3.77
Gap between HOMO and LUMO, eV: 7.3
E, eV: -8389.76949
Charge: -1
Energy above the lowest of the compared OMol25 structures with the same formula, charge and spin, eV: 0.722
HOMO level, eV: -3.6

Entry 6:
This record from OMol25 describes a cluster of 2 separate species, C4H9O2 in total in a non-equilibrium geometry. The level of theory is ωB97M-V with the def2-TZVPD basis set.

XYZ file:
```
15
Properties=species:S:1:pos:R:3:forces:R:3:lowdin_spin:R:1
O -0.901 -1.889 -0.990 0.322 0.020 -1.207 0.04
O 0.585 -1.124 -2.456 0.651 0.095 -0.953 0.78
C -0.517 -1.090 -1.836 -1.785 0.393 2.415 0.07
C 1.248 0.885 1.970 -0.518 0.061 -1.290 0.00
C -1.320 0.290 -1.960 1.113 -1.931 -0.655 0.09
C 0.410 -0.235 1.343 0.457 -1.317 0.466 0.00
H -2.194 0.084 -2.571 0.013 0.148 -0.133 0.00
H -0.607 0.036 1.084 -0.033 0.120 -0.046 0.00
H 0.359 -1.113 1.997 -0.425 0.318 0.390 0.00
H 1.791 0.543 2.841 0.063 0.218 0.163 0.00
H -0.665 1.046 -2.374 -0.291 0.418 0.205 0.00
H 0.879 -0.742 0.502 0.093 0.589 -0.426 0.00
H 1.934 1.250 1.202 0.269 0.037 0.311 0.00
H 0.587 1.727 2.168 0.177 0.040 0.556 0.00
H -1.590 0.333 -0.918 -0.106 0.792 0.204 0.01
```
Forces are in eV/Å.

Calculated values
LUMO energy (spin up / spin down), eV: 0.81 / -3.31
Gap between HOMO and LUMO (spin up / spin down), eV: 11.5 / 7.2
E, eV: -8386.40207
Multiplicity: 2
Energy above the lowest of the compared OMol25 structures with the same formula, charge and spin, eV: 0.506
HOMO level (spin up / spin down), eV: -10.7 / -10.5

Entry 7:
This record from OMol25 describes a cluster of 2 separate species, C4H9O2 in total in a non-equilibrium geometry. The level of theory is ωB97M-V with the def2-TZVPD basis set.

XYZ file:
```
15
Properties=species:S:1:pos:R:3:forces:R:3:mulliken_charge:R:1
O 1.178 0.213 0.894 0.330 0.657 -0.878 -0.26
O -0.577 0.719 -0.522 0.634 -1.907 0.048 -0.56
C 0.662 -0.951 1.471 0.587 -2.282 1.100 -0.64
C 1.208 2.246 -0.395 1.678 -1.339 2.877 -0.87
C 0.544 0.944 0.010 -1.758 0.738 -0.559 0.81
C -1.656 -1.313 -1.397 0.632 -0.491 2.615 -0.16
H -1.038 -2.187 -1.176 0.179 0.472 0.001 0.32
H 1.580 2.768 0.564 -0.706 -0.613 -1.571 0.32
H -2.453 -1.126 -0.693 -0.135 0.376 -0.116 0.30
H 0.553 2.829 -0.992 -0.228 0.431 -0.555 0.32
H 0.308 -0.774 2.473 0.021 0.415 0.306 0.32
H -1.622 -0.924 -2.353 0.036 1.154 -1.714 0.30
H 2.121 1.848 -0.868 -0.167 0.735 -0.372 0.30
H -0.092 -1.482 0.970 -1.650 0.268 -1.264 0.18
H 1.368 -1.814 1.516 0.546 1.387 0.082 0.31
```
Forces are in eV/Å.

Calculated values
LUMO energy (spin up / spin down), eV: -7.61 / -7.61
Gap between HOMO and LUMO (spin up / spin down), eV: 7.9 / 7.9
E, eV: -8378.16552
Charge: +1
Energy above the lowest of the compared OMol25 structures with the same formula, charge and spin, eV: 2.718
HOMO level (spin up / spin down), eV: -15.5 / -15.5